1.
Below is a cluster of 2 separate species, C6H14 in total, with properties calculated with ωB97M-V with the def2-TZVPD basis set.

Summary:
HOMO level: -0.3380 Ha
Relative energy (zero: lowest compared OMol25 entry of this formula, charge and spin): 37.65 kcal per mole
Multiplicity: 1
Total charge: 0
Frontier orbital gap: 10.35 eV
Structure (SMILES): C=C(C)C(C)C.[H][H]

Each line ends with the natural charge from an NBO analysis.
Atoms and positions in Å:
C1 -1.65262 1.09307 -0.26845  -0.425
C2 -0.67957 0.18338 -0.23944  0.060
C3 -0.93121 -1.24970 -0.63676  -0.662
C4 0.74621 0.59263 0.08874  -0.261
C5 1.47462 -0.32714 1.07675  -0.605
C6 1.52984 0.70478 -1.22408  -0.598
H1 -1.46821 2.13156 -0.00083  0.195
H2 -2.66835 0.83578 -0.56269  0.193
H3 -0.53580 -1.45149 -1.64059  0.220
H4 -2.00175 -1.47523 -0.64827  0.220
H5 -0.44675 -1.95624 0.04693  0.215
H6 0.69669 1.59099 0.54388  0.203
H7 1.61298 -1.33625 0.67053  0.201
H8 0.94391 -0.41508 2.03196  0.212
H9 2.47345 0.07433 1.28572  0.212
H10 0.99682 1.35742 -1.92321  0.215
H11 2.53333 1.11129 -1.05885  0.208
H12 1.63762 -0.28003 -1.69507  0.200
H13 -2.39234 -0.40783 1.88913  0.009
H14 -1.86888 -0.77624 2.26461  -0.012

Forces on atoms 1 to 6 (eV/Å):
C 0.0964 -0.0781 -0.0106
C -0.1226 0.1403 -0.0672
C -0.0153 -0.0501 -0.0055
C -0.0036 0.0627 0.0032
C 0.0018 -0.0477 0.0169
C 0.0586 0.0020 -0.1000

=====

2.
Below is a structure of composition CH2I3P, with properties calculated with ωB97M-V with the def2-TZVPD basis set.

Summary:
HOMO level (spin up / spin down): -0.2548 / -0.2545 Ha
Relative energy (zero: lowest compared OMol25 entry of this formula, charge and spin): 80.18 kcal per mole
Multiplicity: 1
Total charge: 0
Frontier orbital gap (spin up / spin down): 2.81 / 2.80 eV

Each line ends with the natural charge from an NBO analysis.
Atoms and positions in Å:
C1 -1.26340 0.26330 0.07822  -0.752
P1 0.19892 -0.56565 -0.23014  0.605
I1 -2.33045 0.68862 -1.62001  0.396
I2 4.42737 -0.39712 -0.29462  -0.676
I3 -2.37180 -0.23622 1.81240  0.362
H1 0.66668 -0.37996 1.00687  0.011
H2 0.67268 0.62704 -0.75272  0.054

Forces on atoms 1 to 6 (eV/Å):
C -2.6953 -1.1439 0.5387
P 1.1552 0.0536 -0.8958
I -0.1890 0.5443 0.0534
I -0.6615 -0.0287 0.0060
I 0.5249 0.5415 -0.6964
H 1.0125 -0.1693 1.7796

=====

3.
Below is the molecule C4H4N2, with properties calculated with ωB97M-V with the def2-TZVPD basis set.

Summary:
HOMO level: -0.3495 Ha
Relative energy (zero: lowest compared OMol25 entry of this formula, charge and spin): 54.83 kcal per mole
Multiplicity: 1
Total charge: 0
Frontier orbital gap: 9.51 eV
Structure (SMILES): c1cncnc1

Each line ends with the natural charge from an NBO analysis.
Atoms and positions in Å:
C1 -1.20628 0.01937 0.11657  -0.406
C2 -0.42237 1.08664 -0.30019  0.082
N1 0.90391 1.09349 -0.34535  -0.455
C3 1.43808 -0.08337 -0.05367  0.261
N2 0.79977 -1.25992 0.00538  -0.443
C4 -0.52343 -1.24051 0.07285  0.097
H1 -1.53614 0.71585 0.93441  0.280
H2 -0.97263 1.99983 -0.53376  0.196
H3 2.51121 -0.09940 0.09489  0.183
H4 -0.99211 -2.23197 0.00888  0.204

Forces on atoms 1 to 6 (eV/Å):
C 0.9859 0.7836 0.9222
C 0.7572 0.2346 -0.7392
N 0.2582 -0.2398 -0.6312
C 0.2719 -0.1502 -0.2490
N -0.1119 0.2769 -0.5471
C 0.0239 0.3969 0.4927

=====

4.
Below is the molecule C6H8N4, with properties calculated with ωB97M-V with the def2-TZVPD basis set.

Summary:
HOMO level: -0.2989 Ha
Relative energy (zero: lowest compared OMol25 entry of this formula, charge and spin): 59.75 kcal per mole
Multiplicity: 1
Total charge: 0
Frontier orbital gap: 8.86 eV
Structure (SMILES): Cc1cc2ncn(C)n2n1

Each line ends with the natural charge from an NBO analysis.
Atoms and positions in Å:
C1 -2.08220 0.49352 -2.24156  -0.643
C2 -1.39196 0.20136 -0.98876  0.162
C3 -1.78920 -0.63180 0.07887  -0.398
C4 -0.71857 -0.70814 0.91237  0.282
N1 -0.17710 -1.35305 1.97151  -0.460
C5 1.08095 -0.90466 2.01912  0.213
N2 1.41007 -0.06297 1.02619  -0.176
C6 2.65578 0.54687 0.69921  -0.432
N3 0.24754 0.13178 0.38561  -0.011
N4 -0.08961 0.67006 -0.84109  -0.344
H1 -1.54023 1.32305 -2.72152  0.241
H2 -2.18222 -0.39996 -2.87581  0.229
H3 -3.29510 0.64784 -2.06138  0.213
H4 -2.76944 -0.97714 0.24396  0.231
H5 1.78561 -1.10895 2.70802  0.191
H6 2.53492 1.44681 0.07618  0.247
H7 3.13915 0.85080 1.64580  0.230
H8 3.18165 -0.16540 -0.03672  0.222

Forces on atoms 1 to 6 (eV/Å):
C -3.4903 0.1982 -0.1946
C 2.3631 -0.1776 1.4073
C -0.5494 0.8099 -1.1913
C 2.1380 0.9019 0.2434
N 1.3133 0.2689 0.9622
C -2.9273 -0.1493 -1.8153

=====

5.
Below is a cluster of 2 separate species, C5H11N2O in total, with properties calculated with ωB97M-V with the def2-TZVPD basis set.

Summary:
HOMO level: -0.4765 Ha
Relative energy (zero: lowest compared OMol25 entry of this formula, charge and spin): 59.76 kcal per mole
Multiplicity: 1
Total charge: +1
Frontier orbital gap: 7.27 eV

Each line ends with the natural charge from an NBO analysis.
Atoms and positions in Å:
C1 -1.85305 -1.44211 1.07010  -0.733
C2 -1.71972 -0.27072 2.02739  0.661
N1 -0.42727 -0.01373 2.52979  -0.856
O1 -2.70158 0.39174 2.39428  -0.558
H1 -0.93485 -2.03432 1.00874  0.197
H2 -2.13407 -1.10390 0.06944  0.228
H3 -2.66488 -2.11866 1.36867  0.277
H4 -0.51359 0.63647 3.28965  0.407
H5 0.12140 -0.82486 2.77546  0.389
C3 1.42981 1.31590 -1.27758  -0.099
C4 2.37277 2.11226 -1.78279  -0.278
C5 0.24552 -0.80615 -1.50730  0.114
N2 1.03590 0.10535 -1.94979  -0.389
H6 0.88742 1.58359 -0.36064  0.254
H7 2.94458 1.80796 -2.66478  0.216
H8 2.59150 3.11285 -1.42187  0.256
H9 0.04412 -1.57980 -2.22008  0.229
H10 -0.07074 -0.87730 -0.46177  0.247
H11 1.34674 0.00545 -2.88692  0.438

Forces on atoms 1 to 6 (eV/Å):
C -0.0745 -0.2544 -0.0381
C -1.6744 0.7347 1.4564
N -1.1012 -0.2030 -0.6790
O 2.2974 -1.1914 -1.1736
H -0.0566 0.0137 0.0416
H -0.0125 0.1676 0.1045

=====

6.
Below is a structure of composition C34H45FeGeN6O6Se, with properties calculated with ωB97M-V with the def2-TZVPD basis set.

Summary:
HOMO level: -0.3599 Ha
Relative energy (zero: lowest compared OMol25 entry of this formula, charge and spin): 22.38 kcal per mole
Multiplicity: 1
Total charge: +1
Frontier orbital gap: 6.28 eV

Each line ends with the Löwdin charge.
Atoms and positions in Å:
Fe1 -0.76286 -0.09527 -1.30345  0.522
C1 -4.72964 -0.37844 4.61734  -0.044
C2 -3.62758 -0.36499 3.59638  -0.262
C3 -2.30091 -0.30337 3.93816  0.022
C4 -1.26791 -0.34691 2.97695  -0.140
C5 0.04969 -0.35557 3.49723  -0.051
N1 1.07360 -1.05089 3.08291  0.082
C6 1.07451 -2.13745 2.10648  -0.146
C7 0.10881 -3.25424 2.50768  -0.138
C8 0.21466 -4.45939 1.58337  -0.144
N2 -0.11333 -4.04780 0.22419  0.071
C9 -0.12716 -4.80743 -0.83498  0.017
C10 -0.35192 -4.31101 -2.13641  -0.116
C11 -0.33116 -5.21261 -3.22233  0.020
C12 -0.50210 -4.78924 -4.51530  -0.258
C13 -0.48724 -5.72591 -5.68880  -0.041
C14 -0.69447 -3.41163 -4.70879  0.044
C15 -0.71828 -2.46926 -3.69248  -0.098
C16 -0.96926 -1.08810 -4.06841  -0.053
N3 -1.01158 -0.07402 -3.29778  -0.006
C17 -1.47388 1.18296 -3.89564  -0.154
C18 -2.58976 1.77319 -3.02849  -0.141
C19 -3.41360 0.69983 -2.33175  -0.167
N4 -2.70533 0.17446 -1.14615  0.004
C20 -3.41775 0.02292 -0.10135  -0.057
C21 -2.95143 -0.27983 1.23224  -0.094
C22 -3.91368 -0.33881 2.22597  0.034
C23 -1.55431 -0.31542 1.56600  -0.283
O1 -0.62987 -0.19256 0.70722  -0.100
C24 -0.56416 -2.90208 -2.34371  -0.264
O2 -0.55698 -2.10768 -1.34475  -0.093
H1 -4.36646 -0.71800 5.58661  0.080
H2 -5.53990 -1.04251 4.31650  0.082
H3 -5.15469 0.61773 4.75469  0.089
H4 -2.02242 -0.25933 4.98673  0.131
H5 0.25849 0.24692 4.37582  0.145
H6 1.95803 -0.83407 3.51874  0.156
H7 2.09619 -2.51952 2.08308  0.140
H8 0.83909 -1.71045 1.12898  0.094
H9 -0.91986 -2.89025 2.49897  0.119
H10 0.32554 -3.57873 3.52651  0.131
H11 -0.46751 -5.24716 1.90485  0.134
H12 1.22996 -4.86491 1.59586  0.133
H13 -0.31988 -3.05935 -0.00106  0.106
H14 0.07841 -5.86638 -0.69870  0.154
H15 -0.16568 -6.26508 -3.01590  0.127
H16 -0.35611 -6.75804 -5.36737  0.080
H17 0.32583 -5.48479 -6.37512  0.088
H18 -1.41986 -5.66877 -6.25158  0.088
H19 -0.83026 -3.05591 -5.72607  0.133
H20 -1.18148 -0.94514 -5.13026  0.135
H21 -1.83374 0.98018 -4.90838  0.120
H22 -0.64554 1.88726 -3.97028  0.119
H23 -3.24594 2.37676 -3.65657  0.122
H24 -2.15685 2.43011 -2.27512  0.111
H25 -3.61924 -0.13745 -3.00617  0.127
H26 -4.37285 1.11425 -2.01757  0.116
H27 -4.48829 0.22565 -0.16923  0.133
H28 -4.95620 -0.29615 1.92368  0.130
O3 3.48354 3.19791 -3.38979  0.136
C25 3.98480 1.99102 -3.17628  -0.501
O4 5.13983 1.71426 -3.37358  0.112
C26 3.03941 0.95112 -2.68395  -0.042
C27 3.35624 -0.39031 -2.57843  0.025
N5 2.28470 -1.00130 -2.03853  0.059
N6 1.29993 -0.13932 -1.76375  0.044
C28 1.74136 1.04292 -2.16204  -0.133
C29 0.77776 2.17246 -1.94620  -0.574
O5 0.97793 3.28504 -2.43549  0.062
O6 -0.18615 1.77664 -1.22917  -0.081
H29 2.53735 3.27869 -3.08833  0.071
H30 4.25492 -0.91660 -2.85256  0.143
H31 2.16384 -1.98078 -1.84493  0.159
C30 2.02799 3.99337 4.93042  -0.234
Ge1 2.03542 5.01725 3.25628  0.743
C31 0.30062 5.88475 2.98301  -0.217
C32 3.49112 6.32612 3.27572  -0.220
C33 2.35185 3.79305 1.72656  -0.588
Se1 1.29493 2.16053 1.84538  0.925
C34 2.57902 0.92455 1.08505  -0.395
H32 1.87237 4.65703 5.78101  0.020
H33 2.97939 3.47720 5.06773  0.019
H34 1.23365 3.24678 4.92166  -0.010
H35 0.04792 6.53187 3.82298  0.020
H36 -0.49082 5.14136 2.87446  0.015
H37 0.31764 6.49099 2.07697  0.023
H38 3.32975 7.08399 4.04202  0.020
H39 3.56917 6.82907 2.31151  0.022
H40 4.44199 5.83188 3.47793  0.019
H41 3.40749 3.52517 1.68797  0.020
H42 2.08775 4.28527 0.79157  0.016
H43 3.18963 0.44442 1.85060  0.018
H44 3.23846 1.47559 0.41629  0.032
H45 2.03531 0.18774 0.50465  -0.017

Forces on atoms 1 to 6 (eV/Å):
Fe 1.1544 -0.5986 -0.4580
C -0.0350 0.0169 0.0789
C 0.0512 -0.0452 0.0131
C -0.0336 0.0668 0.0330
C -0.0794 -0.0743 -0.0559
C 0.1585 0.0747 -0.0216

=====

7.
Below is the molecule C5H10O2, with properties calculated with ωB97M-V with the def2-TZVPD basis set.

Summary:
HOMO level: -0.3532 Ha
Relative energy (zero: lowest compared OMol25 entry of this formula, charge and spin): 38.25 kcal per mole
Multiplicity: 1
Total charge: 0
Frontier orbital gap: 10.55 eV
Structure (SMILES): CCO[C@@H](C)C=O

Each line ends with the natural charge from an NBO analysis.
Atoms and positions in Å:
C1 -1.98954 -0.03900 1.70017  -0.620
C2 -0.56621 0.24807 1.27168  -0.066
O1 -0.49768 0.12125 -0.13918  -0.536
C3 0.75364 -0.28766 -0.63142  -0.006
C4 0.59091 -0.60460 -2.11318  -0.613
C5 1.80383 0.80214 -0.47387  0.420
O2 2.98929 0.58058 -0.42801  -0.513
H1 -2.26430 -1.05829 1.41217  0.212
H2 -2.08807 0.06636 2.78527  0.212
H3 -2.68083 0.65471 1.21328  0.215
H4 -0.26377 1.26030 1.58264  0.167
H5 0.12266 -0.46358 1.75147  0.167
H6 1.11606 -1.17796 -0.09266  0.184
H7 1.53512 -0.97336 -2.52307  0.224
H8 -0.18263 -1.36636 -2.24433  0.227
H9 0.28654 0.29040 -2.66604  0.215
H10 1.39775 1.83850 -0.44516  0.111

Forces on atoms 1 to 6 (eV/Å):
C -0.0415 0.0150 0.0175
C -0.0105 0.0100 0.2612
O -0.0377 -0.0009 -0.0557
C 0.1586 -0.1076 -0.0749
C 0.0292 -0.0038 -0.0658
C 0.3725 -0.1076 -0.0391

=====

8.
Below is a cluster of 2 separate species, FH5N3P in total, with properties calculated with ωB97M-V with the def2-TZVPD basis set.

Summary:
HOMO level: -0.3757 Ha
Relative energy (zero: lowest compared OMol25 entry of this formula, charge and spin): 45.19 kcal per mole
Multiplicity: 1
Total charge: 0
Frontier orbital gap: 10.37 eV
Structure (SMILES): [H]/N=P(\F)=N/[H].N

Each line ends with the natural charge from an NBO analysis.
Atoms and positions in Å:
H1 1.20002 -1.21664 -2.36333  0.407
N1 1.20079 -0.23329 -2.25989  -1.232
P1 1.19915 0.43130 -0.88355  2.195
F1 1.13212 -0.56126 0.36993  -0.554
N2 1.24383 1.79982 -0.24153  -1.248
H2 1.42681 2.72671 -0.82135  0.433
N3 -1.93129 -0.47164 1.38275  -1.083
H3 -0.85841 -0.50774 1.43726  0.373
H4 -2.36250 -0.55265 2.33929  0.359
H5 -2.25051 -1.41460 1.04043  0.351

Forces on atoms 1 to 6 (eV/Å):
H -0.0241 -1.0255 -0.0039
N 0.0275 1.6109 0.7310
P 0.0011 -1.2210 0.4620
F -0.0091 0.3927 -1.0460
N 0.6900 3.2130 -1.6492
H -0.6694 -2.9608 1.4849